No. 1
{"formula": "C22H66O22", "method": "ωB97M-V/def2-TZVPD", "elements": ["O", "C", "C", "O", "H", "H", "H", "H", "H", "H", "O", "C", "C", "O", "H", "H", "H", "H", "H", "H", "O", "C", "C", "O", "H", "H", "H", "H", "H", "H", "O", "C", "C", "O", "H", "H", "H", "H", "H", "H", "O", "C", "C", "O", "H", "H", "H", "H", "H", "H", "O", "C", "C", "O", "H", "H", "H", "H", "H", "H", "O", "C", "C", "O", "H", "H", "H", "H", "H", "H", "O", "C", "C", "O", "H", "H", "H", "H", "H", "H", "O", "C", "C", "O", "H", "H", "H", "H", "H", "H", "O", "C", "C", "O", "H", "H", "H", "H", "H", "H", "O", "C", "C", "O", "H", "H", "H", "H", "H", "H"], "positions_angstrom": [[-15.440184, 0.038957, -12.096545], [-14.515703, -0.891416, -12.714759], [-13.109725, -0.639089, -12.230102], [-12.541703, 0.568506, -12.751718], [-15.330309, 0.893321, -12.530465], [-14.803091, -1.894014, -12.404538], [-14.583864, -0.749807, -13.792974], [-12.402017, -1.401655, -12.561468], [-13.057738, -0.642286, -11.137276], [-13.036411, 1.343198, -12.462614], [-17.988884, 0.583438, -11.110512], [-19.203245, 0.536479, -11.878126], [-19.756209, -0.866796, -11.998405], [-20.107646, -1.409856, -10.730518], [-17.389129, -0.045891, -11.551379], [-19.952377, 1.177501, -11.411213], [-19.025841, 0.940344, -12.883646], [-19.085388, -1.563091, -12.513396], [-20.644984, -0.856088, -12.649363], [-20.435176, -0.681790, -10.182537], [-16.358461, -1.988312, -7.797268], [-17.714462, -2.038088, -8.177221], [-18.580610, -0.905610, -7.664351], [-18.107410, 0.329074, -8.177710], [-16.021203, -1.148880, -8.184649], [-17.715639, -1.928209, -9.276476], [-18.164128, -3.015213, -7.987511], [-18.625660, -0.870350, -6.574251], [-19.603838, -1.101627, -8.025414], [-18.073702, 0.295311, -9.148706], [-22.077490, -3.402337, -13.413676], [-23.239260, -4.217623, -13.261790], [-22.918015, -5.673199, -13.102159], [-22.460105, -6.237257, -14.345968], [-22.332730, -2.612140, -13.952570], [-23.816305, -3.860251, -12.398864], [-23.901730, -4.035209, -14.119264], [-23.852766, -6.128384, -12.748441], [-22.135298, -5.833019, -12.354068], [-22.228785, -7.153951, -14.163057], [-12.648701, 1.478303, -8.933635], [-13.905972, 2.131183, -8.991453], [-14.997672, 1.226512, -8.460082], [-15.282801, 0.143027, -9.325850], [-11.991262, 2.108668, -9.251499], [-13.889784, 3.053013, -8.397001], [-14.181739, 2.408226, -10.019902], [-15.870119, 1.869491, -8.289835], [-14.729879, 0.801351, -7.494333], [-15.626177, 0.492786, -10.165269], [-21.419164, 0.785621, -9.145014], [-22.817413, 0.520297, -9.279832], [-23.413079, 0.136443, -7.949036], [-23.469252, 1.327355, -7.171700], [-21.278206, 1.416456, -8.426384], [-23.320753, 1.402522, -9.697468], [-22.900282, -0.263932, -10.035540], [-22.783030, -0.625625, -7.492441], [-24.423608, -0.247152, -8.136716], [-23.511280, 1.042612, -6.251384], [-24.414210, 2.542559, -14.056298], [-23.198006, 3.092714, -13.549543], [-22.208372, 2.045986, -13.017023], [-21.722222, 1.185272, -14.056714], [-24.743768, 1.924401, -13.389850], [-22.694465, 3.640544, -14.353608], [-23.406950, 3.795410, -12.728196], [-22.760637, 1.384259, -12.345045], [-21.405805, 2.639696, -12.562984], [-21.493743, 1.709367, -14.836678], [-16.830128, -5.663258, -12.346093], [-17.670455, -4.569897, -11.985346], [-19.134956, -4.902918, -11.794020], [-19.391052, -5.560205, -10.524654], [-17.205666, -6.432744, -11.904429], [-17.335273, -4.029490, -11.089169], [-17.539421, -3.776188, -12.733937], [-19.472476, -5.577671, -12.594457], [-19.708007, -3.980933, -11.858743], [-19.129973, -6.480374, -10.616503], [-21.795046, -4.435470, -16.353365], [-20.430612, -4.556625, -16.706546], [-19.556659, -4.588711, -15.440365], [-19.614566, -3.400381, -14.682259], [-22.031447, -5.069420, -15.642377], [-20.180631, -5.479418, -17.246642], [-20.164629, -3.691017, -17.311153], [-18.517660, -4.785946, -15.720284], [-19.955376, -5.423677, -14.851074], [-20.404627, -3.516755, -14.107281], [-18.226270, 3.179362, -10.017568], [-16.883898, 3.390149, -9.652680], [-16.399637, 4.743302, -10.114451], [-15.952793, 4.699209, -11.469778], [-18.240484, 2.383818, -10.572011], [-16.754418, 3.303905, -8.565959], [-16.267979, 2.589888, -10.076680], [-15.488661, 4.968883, -9.556499], [-17.152669, 5.509059, -9.938310], [-16.734040, 4.665856, -12.034749], [-22.938363, -2.250587, -17.482380], [-24.126472, -1.916273, -16.812168], [-23.906360, -0.788885, -15.831405], [-22.955513, -1.187384, -14.826264], [-22.488337, -2.981798, -17.011937], [-24.990388, -1.696399, -17.439434], [-24.433062, -2.783814, -16.200694], [-24.839521, -0.522754, -15.310080], [-23.567957, 0.122146, -16.338251], [-22.651442, -0.355303, -14.400990]], "forces_ev_per_a": [[0.01, -0.11, -0.33], [0.20, 0.40, 0.41], [0.78, 0.41, 0.09], [-0.24, 0.05, -0.16], [-0.09, -0.06, -0.05], [-0.27, 0.02, -0.13], [0.05, -0.33, -0.08], [-0.35, -0.20, -0.17], [-0.28, 0.09, 0.04], [0.03, -0.17, 0.23], [-0.42, -0.27, -0.41], [0.06, -0.24, -0.57], [-0.79, -0.22, 0.01], [0.28, 0.04, -0.19], [0.23, 0.36, 0.27], [0.18, 0.01, 0.33], [0.02, -0.06, 0.04], [0.29, 0.11, 0.29], [0.10, 0.28, 0.05], [-0.03, 0.00, 0.13], [0.01, 0.47, 0.45], [0.12, 0.15, -1.13], [-0.23, -0.39, -0.60], [-0.08, 0.39, 0.46], [-0.08, -0.68, 0.15], [-0.40, -0.14, 0.01], [0.26, -0.01, 0.37], [0.29, 0.26, -0.04], [0.08, 0.03, 0.12], [-0.14, -0.20, 0.21], [-0.22, 0.04, -0.10], [0.06, 1.14, -0.28], [0.04, 0.05, 0.08], [-0.41, -0.01, 0.52], [0.05, -0.46, 0.20], [0.16, -0.29, 0.17], [0.09, -0.40, -0.06], [0.20, -0.31, -0.22], [-0.14, 0.22, 0.14], [0.04, 0.04, -0.25], [0.04, 0.24, -0.24], [-0.10, -0.22, 0.18], [0.00, 0.36, 0.36], [-0.02, 0.30, -0.06], [0.04, -0.23, 0.05], [-0.03, 0.01, 0.04], [0.22, 0.02, -0.04], [0.27, -0.78, 0.14], [0.22, -0.05, -0.02], [0.23, -0.38, 0.20], [-0.06, -0.07, -0.27], [0.60, 0.28, -0.18], [-0.45, 0.23, -0.86], [0.17, -0.39, 0.40], [-0.02, -0.06, -0.09], [-0.11, 0.00, 0.25], [-0.02, -0.21, 0.25], [-0.04, -0.10, 0.11], [0.04, -0.13, 0.23], [-0.03, 0.32, -0.03], [0.56, -0.01, 0.15], [-0.01, -0.40, 0.34], [-0.79, 0.58, -1.14], [0.04, 0.28, 0.28], [-0.06, 0.15, -0.18], [-0.34, 0.03, -0.04], [0.06, -0.02, -0.18], [0.50, 0.11, 0.40], [0.04, -0.55, 0.33], [-0.04, -0.09, 0.15], [-0.55, 0.10, 0.29], [0.21, 1.22, -0.01], [0.26, -0.70, -0.03], [0.04, 0.50, -0.56], [0.35, -0.08, -0.01], [0.15, -0.60, 0.37], [-0.30, -0.55, -0.40], [0.03, 0.24, -0.06], [-0.19, -0.06, 0.39], [-0.05, -0.02, 0.08], [-0.19, -0.32, -0.11], [0.79, 0.05, 1.01], [-0.37, 0.04, -0.53], [-0.36, -0.28, 0.43], [0.26, 0.23, -0.45], [-0.40, 0.04, -0.22], [-0.10, 0.00, -0.12], [-0.05, -0.03, 0.09], [0.35, -0.14, 0.09], [0.33, 0.42, -0.39], [-0.36, -0.08, -0.47], [-0.19, 0.08, 0.21], [1.02, -0.66, -0.07], [-0.48, 0.20, -0.25], [-0.01, 0.12, 0.35], [-0.44, 0.33, -0.10], [0.00, 0.39, -0.19], [-0.12, 0.26, 0.13], [-0.07, 0.08, -0.01], [0.09, -0.01, 0.04], [-0.25, 0.35, -0.60], [0.44, -0.86, 1.43], [-0.19, 0.36, 0.49], [-0.14, 0.63, -0.03], [-0.35, 0.17, -0.03], [0.33, 0.14, -0.53], [-0.13, 0.07, -0.11], [-0.06, -0.15, -0.30], [0.18, -0.17, -0.04], [0.13, -0.54, -0.33]], "mulliken_charge": [-0.34, -0.37, -0.39, -0.55, 0.16, 0.21, 0.31, 0.40, 0.17, 0.31, 0.19, -0.62, 0.41, -0.17, -0.01, 0.14, 0.49, 0.60, -0.63, -0.23, -0.66, -0.23, -0.13, -0.56, 0.43, -0.03, 0.48, 0.36, -0.02, 0.20, 0.00, -0.56, -0.41, -0.61, 0.44, 0.36, 0.14, 0.41, 0.20, 0.30, -0.54, -0.27, -0.45, -0.46, 0.34, 0.43, 0.14, 0.07, 0.58, 0.20, -0.29, -0.16, -0.60, -0.53, 0.26, 0.29, 0.19, 0.33, 0.33, 0.32, -0.48, -0.63, 0.22, -0.56, 0.31, 0.42, 0.34, -0.10, 0.24, 0.28, -0.55, -0.17, 0.06, -0.53, 0.34, 0.18, 0.16, 0.46, -0.33, 0.37, -0.59, -0.56, -0.41, -0.36, 0.28, 0.31, 0.36, 0.43, 0.22, 0.30, -0.58, 0.53, -0.82, -0.54, 0.31, 0.54, -0.56, 0.32, 0.35, 0.30, -0.60, -0.54, -0.22, -0.40, 0.46, 0.36, 0.11, 0.31, 0.26, 0.01], "smiles": "OCCO.OCCO.OCCO.OCCO.OCCO.OCCO.OCCO.OCCO.OCCO.OCCO.OCCO", "relative_energy_kcal_mol": 10.9, "homo_energy_ha": -0.32922, "multiplicity": 1}

***

No. 2
{"formula": "C10H8N2", "method": "ωB97M-V/def2-TZVPD", "elements": ["C", "C", "C", "C", "C", "C", "N", "C", "C", "C", "C", "N", "H", "H", "H", "H", "H", "H", "H", "H"], "positions_angstrom": [[-0.308341, -0.734144, 2.974392], [0.078017, 0.071688, 1.923305], [-0.105291, -0.319540, 0.629370], [0.207052, 0.467210, -0.534473], [1.349098, 0.149938, -1.200543], [1.607974, 0.984177, -2.288892], [0.774014, 1.868025, -2.875279], [-0.373815, 2.041354, -2.204228], [-0.662553, 1.406172, -1.025881], [-0.700874, -1.577247, 0.380461], [-1.114885, -2.316136, 1.511376], [-0.850263, -1.938396, 2.777489], [0.092844, -0.502506, 3.949166], [0.485784, 1.031533, 2.065251], [2.008575, -0.591349, -0.804805], [2.490634, 0.854812, -2.891040], [-1.039807, 2.707168, -2.692473], [-1.555878, 1.618394, -0.510940], [-0.849349, -1.933649, -0.575945], [-1.532937, -3.287506, 1.393688]], "forces_ev_per_a": [[0.94, -1.15, -0.63], [-0.44, 0.23, -0.06], [-1.71, -2.16, -0.07], [-0.03, -0.14, 0.34], [0.37, 1.80, -1.08], [0.36, -0.47, -1.71], [0.09, -0.80, 1.60], [0.90, 0.00, -0.74], [0.07, 0.32, -0.31], [0.03, 0.75, 3.62], [1.43, 1.24, -0.23], [-0.49, 0.17, -0.23], [-0.62, 0.07, 0.45], [0.60, 1.01, 0.53], [0.49, -0.26, -0.17], [0.56, -0.16, 0.17], [-0.78, 0.58, -0.06], [-0.99, 0.20, 0.53], [-0.32, -0.65, -1.89], [-0.47, -0.59, -0.05]], "nbo_charge": [0.05, -0.28, 0.08, -0.04, -0.26, 0.05, -0.41, 0.05, -0.26, -0.26, 0.04, -0.41, 0.20, 0.22, 0.23, 0.19, 0.20, 0.22, 0.22, 0.19], "smiles": "c1cc(-c2ccncc2)ccn1", "relative_energy_kcal_mol": 11.6, "homo_energy_ha": -0.36034, "multiplicity": 1}

***

No. 3
{"formula": "C11H25N2", "method": "ωB97M-V/def2-TZVPD", "elements": ["C", "C", "C", "C", "C", "C", "N", "C", "C", "N", "C", "C", "C", "H", "H", "H", "H", "H", "H", "H", "H", "H", "H", "H", "H", "H", "H", "H", "H", "H", "H", "H", "H", "H", "H", "H", "H", "H"], "positions_angstrom": [[0.060507, 2.227899, 0.856987], [1.269335, 1.613399, 0.023756], [1.961588, 0.303296, 0.339729], [3.358626, 0.271827, -0.288759], [1.048471, -0.960487, 0.002508], [1.233796, -1.337274, -1.505401], [1.622103, -2.079222, 0.827845], [-0.435554, -0.738979, 0.370395], [-0.582723, -1.109602, 1.791471], [-1.425113, -0.386183, -0.421601], [-1.284924, 0.450045, -1.578445], [-2.850666, -0.921670, -0.247071], [-3.936882, 0.086999, 0.046461], [-0.573369, 1.358711, 1.069973], [-0.413048, 2.959361, 0.358406], [0.387110, 2.680159, 1.739851], [1.079103, 1.760214, -1.045036], [2.030446, 2.379975, 0.085001], [2.204980, 0.190946, 1.425787], [4.069850, 0.952717, 0.160356], [3.207486, 0.661329, -1.340648], [3.911546, -0.683422, -0.366619], [2.120895, -1.899352, -1.739138], [1.161847, -0.406644, -2.081916], [0.294267, -1.853566, -1.604705], [1.662455, -2.826667, 0.227895], [2.541382, -1.911670, 1.166131], [-0.232019, -2.078933, 2.033556], [-1.675823, -1.110932, 2.089532], [0.032728, -0.369633, 2.365255], [-1.147597, -0.151646, -2.479921], [-2.027269, 1.153698, -1.752309], [-0.291278, 0.965001, -1.466734], [-2.850159, -1.692284, 0.595962], [-2.950245, -1.386148, -1.294912], [-3.911412, 0.378185, 1.121724], [-3.980323, 0.884836, -0.592037], [-4.882085, -0.484446, -0.134898]], "forces_ev_per_a": [[2.21, -4.81, 0.01], [0.28, 2.58, 0.20], [-0.39, -0.88, 1.60], [-0.28, 0.16, -2.45], [3.44, 0.91, -0.53], [-1.80, 1.54, 1.25], [-1.88, 2.12, 0.27], [0.58, -0.87, -0.11], [-3.17, 0.69, 0.72], [-0.44, -0.76, 1.94], [4.15, -0.89, -1.13], [0.93, -0.96, -0.25], [-0.70, -2.67, 1.99], [-0.45, 1.02, 0.36], [-1.86, 2.27, -2.21], [0.70, 0.29, 1.62], [-0.05, -0.62, 0.00], [0.57, 0.23, 0.37], [-0.83, 0.47, -0.36], [-0.23, 0.33, 0.45], [0.55, -0.54, 0.82], [-0.75, 0.17, 0.19], [0.12, -0.16, 0.10], [0.27, -0.48, -0.21], [0.00, -0.97, -1.34], [0.20, -2.51, -1.32], [0.68, 0.54, 0.18], [0.58, -0.72, 0.01], [1.32, 0.59, 0.05], [-0.60, -0.56, -0.35], [-0.42, -0.11, -0.04], [-1.65, 1.07, 0.32], [-1.59, -0.32, -0.28], [0.15, 0.80, -1.62], [-0.31, 0.30, 1.74], [-0.06, 0.05, -0.88], [0.14, 2.20, -1.48], [0.58, 0.51, 0.37]], "nbo_charge": [-0.59, -0.44, -0.22, -0.62, 0.05, -0.62, -0.83, 0.58, -0.72, -0.35, -0.45, -0.21, -0.63, 0.18, 0.22, 0.23, 0.20, 0.24, 0.22, 0.24, 0.21, 0.23, 0.25, 0.22, 0.20, 0.36, 0.38, 0.30, 0.22, 0.28, 0.23, 0.24, 0.24, 0.23, 0.23, 0.23, 0.22, 0.25], "smiles": "CC[C@H](C)[C@@](C)(N)/C(C)=[N+](\\C)CC", "relative_energy_kcal_mol": 52.6, "charge": 1, "homo_energy_ha": -0.48557, "multiplicity": 1}

***

No. 4
{"formula": "C4H8FN3", "method": "ωB97M-V/def2-TZVPD", "elements": ["C", "C", "N", "N", "N", "C", "C", "F", "H", "H", "H", "H", "H", "H", "H", "H"], "positions_angstrom": [[-1.817487, -0.884720, -0.777357], [-0.833997, -0.003072, 0.061430], [-0.953179, 1.278307, -0.142466], [0.214047, 1.978732, 0.273725], [0.019086, -0.701190, 0.976217], [1.486012, -0.765576, 0.633593], [1.970824, -0.086623, -0.423019], [3.356634, 0.072962, -0.553009], [-2.378461, -0.332309, -1.689291], [-2.653559, -1.074296, -0.049644], [-1.230530, -1.806558, -1.188770], [-0.135251, 2.983773, 0.104515], [0.147473, 1.783631, 1.343625], [-0.559052, -1.636826, 1.129434], [1.948144, -1.438978, 1.276585], [1.419296, 0.632748, -0.975561]], "forces_ev_per_a": [[-0.64, 0.54, -0.47], [-1.71, 1.01, -1.73], [1.75, -2.83, -1.07], [-2.61, 2.28, 2.71], [-0.57, -1.18, -1.32], [-3.16, 0.67, -1.51], [1.64, -0.38, 2.17], [-1.65, -0.58, -0.08], [1.80, -1.01, 2.21], [0.63, -0.85, -0.85], [-1.40, 1.48, 0.96], [1.19, -1.72, 0.87], [1.02, 1.00, -1.83], [2.58, 2.10, -0.28], [1.34, -0.68, 0.84], [-0.19, 0.16, -0.62]], "nbo_charge": [-0.69, 0.37, -0.31, -0.67, -0.67, -0.10, 0.18, -0.35, 0.25, 0.22, 0.23, 0.36, 0.35, 0.40, 0.21, 0.21], "smiles": "C/C(=N/N)N/C=C/F", "relative_energy_kcal_mol": 67.3, "homo_energy_ha": -0.32741, "multiplicity": 1}